[1]
The following is a quantum chemistry calculation of C35H41N9O3Ti as an isolated structure in a non-equilibrium geometry, from OMol25.

Kohn-Sham gap (alpha / beta) ... 6.73 / 8.24 eV
⟨S²⟩ ... 2.007
Calculated total energy ... -79633.5653 eV
Multiplicity ... 3

XYZ file:
```
89
Properties=species:S:1:pos:R:3:forces:R:3:nbo_charge:R:1
Ti 0.0048 1.2645 0.3580 -1.207 0.015 0.434 1.687
N -1.0335 0.4780 2.2707 0.764 -0.337 0.271 -0.845
C 0.0039 -0.2228 3.0820 -0.286 0.212 -0.312 -0.298
C 1.3335 0.4992 2.9190 0.202 0.659 -0.312 0.649
O 2.2781 0.2342 3.6555 -0.097 -0.043 -0.090 -0.655
N 1.2860 1.4361 1.9412 0.793 -0.179 0.686 -0.802
C 2.4667 2.2630 1.7369 -0.509 -0.151 0.056 -0.340
C 2.2620 3.0431 0.4480 -0.451 -0.066 -0.088 0.797
O 3.0611 3.8494 0.0316 -0.137 -0.084 -0.066 -0.614
O 1.1060 2.7417 -0.1503 1.374 0.805 0.202 -0.843
H -1.1490 1.3938 2.6783 -0.169 0.334 0.172 0.398
H -1.9314 0.0301 2.3567 -0.275 -0.202 -0.050 0.383
H 0.1123 -1.2503 2.7447 -0.022 -0.104 -0.081 0.208
H -0.2354 -0.2471 4.1391 -0.090 -0.002 0.224 0.212
H 3.3809 1.6779 1.6836 0.235 -0.129 -0.061 0.220
H 2.6149 2.9814 2.5400 0.050 0.108 0.194 0.223
C -4.1511 0.8816 0.7886 -0.107 0.138 0.140 -0.631
C -3.7193 2.1234 1.5426 -0.074 -0.133 -0.022 -0.063
C -4.4864 2.5653 2.6137 -0.086 -0.021 0.051 -0.217
C -4.1295 3.7025 3.3219 -0.040 0.001 0.043 -0.210
C -3.0044 4.4148 2.9434 0.035 0.094 0.018 -0.201
C -2.2138 4.0131 1.8677 0.118 0.054 -0.001 -0.043
C -1.0265 4.8681 1.4759 -0.233 -0.012 0.182 -0.649
C -2.5712 2.8446 1.1795 0.119 -0.258 -0.193 0.195
N -1.7499 2.3123 0.1321 -0.451 0.740 -0.344 -0.702
C -1.8953 2.7933 -1.1154 -0.062 -0.032 -0.044 0.229
C -2.8392 3.9082 -1.4659 0.080 0.047 -0.034 -0.677
C -1.1307 2.1643 -2.1366 -0.108 -0.153 -0.080 0.227
C -1.2395 2.6418 -3.5626 -0.119 0.101 0.139 -0.677
N -0.3696 1.1352 -1.7626 -0.184 0.205 -0.716 -0.638
C 0.2572 0.3309 -2.7732 -0.200 0.114 0.206 0.132
C -0.4567 -0.7754 -3.2640 -0.143 -0.043 0.015 -0.028
C -1.9259 -0.9343 -2.9481 0.149 -0.131 -0.173 -0.621
C 0.1740 -1.6709 -4.1197 0.020 -0.022 -0.037 -0.232
C 1.4851 -1.4561 -4.5319 -0.027 0.042 0.016 -0.220
C 2.1426 -0.3093 -4.1183 0.049 0.045 0.006 -0.208
C 1.5415 0.6066 -3.2500 0.227 0.069 0.085 -0.009
C 2.2788 1.8782 -2.8877 -0.015 -0.160 -0.139 -0.660
H -4.3513 0.0528 1.4755 0.004 0.068 -0.022 0.210
H -3.4003 0.5695 0.0714 0.120 -0.046 -0.090 0.226
H -5.0791 1.0640 0.2369 0.080 0.012 0.050 0.227
H -5.3785 2.0083 2.8912 0.106 0.053 -0.014 0.210
H -4.7292 4.0337 4.1639 0.061 -0.031 -0.093 0.215
H -2.7249 5.3144 3.4865 -0.032 -0.096 -0.056 0.212
H -1.3674 5.8560 1.1531 -0.016 -0.048 0.024 0.222
H -0.4419 4.4384 0.6761 0.125 -0.165 -0.186 0.251
H -0.3626 5.0225 2.3303 -0.045 -0.030 -0.024 0.227
H -3.4781 4.1688 -0.6251 0.005 -0.004 -0.008 0.235
H -3.4750 3.6351 -2.3119 0.027 0.019 0.036 0.223
H -2.2838 4.8074 -1.7587 -0.045 -0.078 0.031 0.233
H -0.9976 3.7083 -3.6294 -0.034 -0.118 0.023 0.234
H -2.2561 2.5165 -3.9532 0.087 0.013 0.049 0.221
H -0.5594 2.0996 -4.2116 0.048 -0.037 -0.031 0.236
H -2.1552 -0.6382 -1.9317 -0.028 0.017 0.265 0.219
H -2.2570 -1.9628 -3.1132 0.036 0.063 0.017 0.209
H -2.5270 -0.2908 -3.5997 0.057 -0.026 0.026 0.221
H -0.3809 -2.5293 -4.4918 0.057 0.082 0.047 0.206
H 1.9727 -2.1577 -5.2033 -0.063 0.086 0.089 0.212
H 3.1512 -0.1031 -4.4728 -0.147 -0.025 0.042 0.211
H 3.2778 1.6641 -2.4965 -0.051 -0.018 -0.033 0.221
H 1.7576 2.4744 -2.1462 -0.037 -0.029 -0.036 0.265
H 2.4149 2.4893 -3.7860 0.015 -0.056 0.046 0.222
C -1.3254 -2.3426 0.4007 0.122 -0.002 -0.132 -0.674
C 0.0547 -1.9348 0.0062 -0.078 -0.165 0.063 0.430
N 0.5643 -0.7359 0.1190 0.901 -0.582 -0.366 -0.566
C 1.8919 -0.8145 -0.2992 -0.176 0.212 0.109 -0.046
C 2.1686 -2.0735 -0.6758 -0.074 -0.284 0.010 -0.063
N 0.9936 -2.7817 -0.4838 0.244 -0.752 0.132 -0.349
C 0.8929 -4.2272 -0.5737 0.143 0.055 0.134 -0.036
N 1.2518 -4.9373 0.6368 -0.337 0.674 -0.808 -0.225
N 0.3106 -5.1258 1.5919 0.240 -0.029 0.053 -0.027
N 0.8730 -5.5685 2.6431 0.333 -0.110 0.140 -0.193
C 2.2423 -5.6595 2.4019 -0.463 -0.132 0.569 0.026
C 3.2812 -6.0708 3.2376 0.127 -0.123 0.259 -0.170
C 4.5535 -6.0372 2.7200 0.001 0.039 -0.100 -0.224
C 4.7983 -5.6104 1.3913 0.061 -0.070 0.160 -0.181
C 3.7812 -5.2074 0.5622 -0.146 0.030 -0.049 -0.252
C 2.4910 -5.2414 1.1130 0.154 0.142 -0.396 0.149
H -1.9011 -1.4553 0.6478 0.001 0.049 -0.024 0.246
H -1.3032 -3.0117 1.2613 0.016 -0.018 0.025 0.258
H -1.8372 -2.8601 -0.4106 0.001 -0.017 -0.051 0.235
H 2.5428 0.0449 -0.3016 -0.059 0.034 -0.013 0.239
H 3.0688 -2.5285 -1.0663 -0.221 0.064 0.088 0.230
H 1.5587 -4.5488 -1.3630 0.108 -0.106 -0.206 0.222
H -0.1184 -4.5016 -0.8328 -0.257 -0.075 -0.012 0.235
H 3.0821 -6.3979 4.2539 0.030 0.061 -0.159 0.235
H 5.3896 -6.3368 3.3375 0.001 -0.002 -0.031 0.223
H 5.8173 -5.6006 1.0199 -0.085 -0.005 0.057 0.222
H 3.9769 -4.8866 -0.4552 -0.041 -0.019 0.098 0.216
```
Positions in Å, forces in eV/Å.

=====

[2]
The following is a quantum chemistry calculation of C35H42B2BrN14OY as an isolated structure in a non-equilibrium geometry, from OMol25.

Kohn-Sham gap (alpha / beta) ... 8.97 / 5.60 eV
⟨S²⟩ ... 0.782
Calculated total energy ... -132323.6662 eV
Multiplicity ... 2
Charge ... +1

XYZ file:
```
96
Properties=species:S:1:pos:R:3:forces:R:3:lowdin_spin:R:1
Y -1.1897 0.8472 -0.4413 -0.544 -0.337 -0.384 0.000
C -4.3766 -2.1943 -1.5118 1.381 1.333 0.046 0.000
C -3.1774 -1.8484 -0.8196 -1.139 -0.130 0.767 0.000
N -2.5678 -0.8129 -1.3795 -0.432 -0.871 -1.998 0.000
N -3.2621 -0.5712 -2.5831 1.045 0.847 1.806 0.000
C -4.3895 -1.2696 -2.5770 0.280 -1.715 0.369 0.000
B -2.5738 0.2323 -3.7294 -0.358 1.297 0.189 0.000
N -2.7237 1.8000 -3.4682 -0.290 -0.364 3.462 0.000
C -3.2291 2.7953 -4.1757 0.994 0.177 -1.736 0.000
C -3.1075 3.9819 -3.4573 -0.748 0.621 -1.287 0.000
C -2.6554 3.6130 -2.2184 0.122 -1.040 -0.260 0.000
N -2.4560 2.3115 -2.1514 0.609 -1.972 -1.402 0.000
N -1.0077 -0.0124 -3.6791 1.449 0.842 0.762 0.000
C -0.1697 -0.6063 -4.5510 0.004 0.294 0.067 0.002
C 1.1474 -0.1808 -4.3060 -0.448 -0.469 -0.819 0.000
C 1.0594 0.6395 -3.1953 -0.768 -0.200 0.537 0.001
N -0.2188 0.7712 -2.7925 -0.215 -1.092 -0.298 0.003
H -5.0577 -2.9810 -1.2539 -0.233 0.071 -0.068 0.000
H -2.7804 -2.2295 0.1442 -0.486 0.199 -0.836 0.000
H -5.0843 -1.1443 -3.3809 -0.201 -0.133 -0.273 0.000
H -3.1730 -0.0082 -4.7677 0.729 -0.117 0.319 0.000
H -3.4153 2.5710 -5.2460 -0.235 0.558 0.935 0.000
H -3.2662 4.9894 -3.8105 -0.234 -0.174 -0.004 0.000
H -2.3907 4.1947 -1.3858 0.011 0.790 0.942 0.000
H -0.5748 -1.3343 -5.2543 0.237 0.512 -0.030 0.000
H 2.0240 -0.3180 -4.9343 -0.302 -0.363 0.330 0.000
H 1.8968 1.0373 -2.6092 -0.662 0.153 -0.381 0.001
C -0.1858 4.8712 1.2041 -1.225 -2.223 0.478 0.000
C -0.0860 3.7854 0.3194 -0.999 -0.674 1.441 0.000
N -0.8300 2.6872 0.7694 1.213 3.422 2.703 0.000
N -1.3106 3.1031 2.0905 0.951 1.312 -2.206 0.000
C -0.9817 4.3683 2.3048 1.622 0.946 -2.217 0.000
B -2.3163 2.2798 2.9178 -0.341 -0.094 -1.342 0.000
N -3.5269 2.0775 1.9125 -2.519 0.684 -0.547 0.000
C -4.8268 2.4899 2.1802 0.354 -1.675 -2.302 0.000
C -5.6633 2.0682 1.1122 2.306 -0.663 -0.269 0.000
C -4.7524 1.4295 0.1793 0.301 1.490 1.779 0.000
N -3.4862 1.5094 0.6303 -0.132 -0.291 1.208 0.000
N -1.6340 0.9184 3.0303 1.106 -2.484 -0.083 0.000
C -1.3050 0.3524 4.1816 -0.116 -2.110 1.161 0.001
C -0.9644 -1.0465 4.0047 0.112 1.908 -1.379 0.000
C -0.9401 -1.1612 2.5829 -0.847 2.154 0.437 0.000
N -1.3612 0.0317 1.9874 0.341 -1.168 1.023 0.002
N -2.7024 2.9047 4.3312 -2.143 -0.976 -0.337 0.000
C -3.4864 2.1802 5.3037 0.809 0.988 -0.041 0.000
C -4.2704 3.1183 5.9767 0.985 -0.022 -0.583 0.000
C -4.0415 4.3580 5.3244 2.254 -0.718 -1.767 0.000
N -3.1158 4.2379 4.3271 -1.246 -0.987 1.491 0.000
H 0.1491 5.8693 1.0390 0.348 0.300 0.163 0.000
H 0.5779 3.6985 -0.5582 -0.900 0.040 0.336 0.000
H -1.2818 4.9605 3.1544 -0.207 -0.483 0.169 0.000
H -5.0435 3.0487 3.0617 -0.137 0.084 0.436 0.000
H -6.7263 2.1129 0.9282 0.107 0.334 0.435 0.000
H -4.9522 1.0109 -0.8065 0.086 0.127 0.361 0.000
H -1.4128 0.9632 5.0891 0.320 -0.743 -0.525 0.000
H -0.7332 -1.8267 4.7437 -0.061 0.780 -0.451 0.000
H -0.6276 -2.0095 1.9506 -0.352 0.670 0.455 0.000
H -3.3091 1.0880 5.5274 -0.462 1.671 -0.450 0.000
H -4.7819 3.0654 6.9282 -0.230 -0.539 -0.340 0.000
H -4.4157 5.3519 5.5192 -0.134 -0.153 0.148 0.000
C 6.5056 -3.5659 0.0474 1.102 -0.357 1.557 0.002
C 6.4153 -2.1087 -0.3408 -1.576 0.284 0.365 0.019
C 7.3124 -1.2323 0.5251 2.424 -1.469 0.492 0.009
C 6.7014 -2.0557 -1.8655 0.109 0.694 0.634 0.014
C 4.9701 -1.6331 -0.0611 -0.459 0.278 -0.946 0.193
C 4.6212 -0.2724 -0.0644 -0.036 1.361 0.627 0.004
C 3.3061 0.1706 -0.0759 1.877 -0.546 0.018 0.123
Br 2.9116 1.9789 -0.1720 0.161 0.455 0.250 0.031
C 2.2242 -0.7489 -0.1051 -3.232 0.916 -0.782 0.123
O 1.0067 -0.2360 -0.0684 2.142 -1.690 -0.214 0.311
C 2.5698 -2.1593 -0.2521 0.030 -0.208 1.115 0.137
C 3.8908 -2.5218 -0.0381 -0.249 -0.119 -0.152 -0.004
C 1.6118 -3.3138 -0.4891 -0.367 -1.489 0.426 0.012
C 1.4391 -4.1815 0.8088 0.024 1.426 0.658 0.010
C 0.2157 -2.9426 -0.9342 -0.888 0.265 -0.172 -0.001
C 2.2046 -4.2015 -1.5965 0.407 0.102 -1.062 0.004
H 7.5454 -3.8654 -0.0417 0.231 -0.141 -0.090 0.000
H 5.9397 -4.2739 -0.5255 -0.404 -0.069 -0.591 0.000
H 6.2586 -3.7401 1.1111 -0.020 0.195 -0.343 0.000
H 8.4091 -1.6009 0.4293 -1.621 0.899 -0.233 0.002
H 7.1382 -1.4205 1.6074 -0.339 0.378 -0.639 0.000
H 7.2328 -0.1754 0.2818 0.288 -0.103 0.088 0.000
H 7.7049 -2.4518 -2.0340 -0.056 0.062 -0.058 0.002
H 6.6320 -1.0524 -2.2983 0.070 -0.067 0.187 0.000
H 5.9837 -2.6836 -2.3665 -0.232 -0.287 -0.303 0.000
H 5.4159 0.4670 0.0872 -0.464 -0.162 -0.539 -0.002
H 4.1324 -3.5620 0.1069 -0.221 -0.114 -0.368 -0.002
H 1.2301 -3.5110 1.6926 0.104 -0.573 -0.827 0.000
H 2.3679 -4.6981 1.0522 -0.201 -0.297 -0.046 0.000
H 0.5720 -4.8506 0.7057 0.558 -0.020 -0.055 0.001
H -0.2320 -2.3300 -0.1595 -0.293 0.083 0.063 -0.001
H -0.4754 -3.8286 -1.0906 1.105 0.902 0.034 0.000
H 0.2606 -2.3211 -1.8341 -0.247 -0.152 -0.101 0.000
H 3.1478 -4.7153 -1.3370 -0.495 0.241 0.026 0.000
H 2.4162 -3.5724 -2.4967 -0.126 -0.441 0.577 0.000
H 1.4780 -4.9597 -1.9207 0.169 0.140 0.261 0.000
```
Positions in Å, forces in eV/Å.